Record 1
Formula: C18H15N6O8
Source: OMol25
Level of theory: ωB97M-V/def2-TZVPD

The value obtained for the relative energy (zero: lowest compared OMol25 entry of this formula, charge and spin) is 0.528 eV. As for the total charge: -1. As for the gap between HOMO and LUMO: 5.965 eV. Its LUMO energy is 1.22 eV.

Geometry (Å):
C  4.475  0.035  0.478
C  4.076  1.406  -0.058
C  5.316  2.240  -0.393
O  3.276  1.277  -1.256
C  2.056  0.647  -1.058
O  1.649  -0.153  -1.893
C  1.365  1.016  0.165
C  0.190  0.286  0.628
C  0.511  -1.131  1.048
C  0.781  -1.455  2.385
C  0.992  -2.786  2.718
C  0.945  -3.759  1.701
N  1.078  -5.134  2.037
O  0.997  -5.982  1.119
O  1.261  -5.457  3.230
C  0.714  -3.429  0.357
C  0.522  -2.096  0.035
C  2.080  1.735  1.219
O  1.627  1.938  2.332
O  3.347  2.181  0.918
H  3.607  -0.560  0.793
H  5.017  -0.498  -0.314
H  5.149  0.179  1.331
H  5.025  3.250  -0.687
H  5.951  2.305  0.493
H  5.882  1.771  -1.197
H  -0.216  0.875  1.463
H  -0.510  0.203  -0.220
H  0.816  -0.652  3.129
H  1.175  -3.091  3.745
H  0.675  -4.196  -0.409
H  0.388  -1.788  -1.001
O  -1.149  3.318  0.634
N  -2.126  2.652  0.196
C  -1.861  1.874  -0.964
C  -0.570  2.029  -1.489
N  -0.423  1.604  -2.775
N  0.647  1.827  -3.594
N  0.421  1.167  -4.690
N  -0.777  0.499  -4.652
C  -1.307  0.766  -3.442
C  -2.518  0.420  -2.792
C  -2.806  0.999  -1.580
O  -3.264  2.684  0.715
H  0.201  2.683  -1.102
H  -3.191  -0.234  -3.344
H  -3.749  0.855  -1.055

Forces on the atoms, in the same order (eV/Å):
-0.0233 0.0052 0.0431
-0.6416 0.7157 -0.3327
-0.4276 -0.1394 0.0027
0.7240 -0.1518 0.3914
-0.7047 -0.1606 1.4968
0.2403 0.5036 -0.0188
2.7713 0.6541 -0.4083
-0.9690 -0.9551 0.0072
-0.1572 0.5841 -0.0890
-0.0084 -0.2484 -0.3643
0.0538 -0.2379 -0.2762
-0.2702 1.1790 -0.1884
0.2473 -2.6492 0.5825
0.1556 1.2833 1.4917
-0.2542 0.5482 -1.7771
0.1283 0.1920 0.2757
-0.0127 -0.4418 0.3610
-0.7742 -0.7336 -0.7784
0.4138 0.2481 -0.1042
0.5272 -0.3727 -0.1202
0.2173 0.1822 -0.1164
-0.1754 0.0607 0.1904
-0.1885 -0.0895 -0.1051
-0.0431 -0.1456 -0.0235
-0.0911 -0.0042 -0.0382
-0.0737 -0.0160 -0.0172
-0.2576 -0.3523 -0.2982
0.0507 -0.2782 0.8526
-0.0550 -0.3782 -0.2434
-0.0240 -0.0090 -0.2486
0.0835 0.0805 0.2830
-0.0625 -0.0650 0.3107
-2.2536 -1.2108 -0.6238
0.4123 1.6531 2.3975
1.4574 -0.4229 -1.2304
-1.5287 1.6670 -1.2667
0.0469 -1.1119 -0.4638
-0.3050 -0.4954 -0.5938
-1.1390 0.3318 1.4376
0.1233 0.5164 1.2337
1.3720 0.4265 -0.5614
-0.3215 0.1325 0.0719
0.0200 0.2727 -0.1218
1.8005 -0.4055 -1.2095
-0.3097 -0.2160 0.0209
0.0447 0.1446 0.4198
0.1816 -0.0903 -0.2504

natural (NBO) charges, unit e, in atom order: -0.669 0.539 -0.623 -0.554 0.754 -0.689 -0.491 -0.466 0.057 -0.230 -0.170 -0.025 0.511 -0.409 -0.409 -0.184 -0.171 0.768 -0.655 -0.550 0.235 0.221 0.215 0.226 0.212 0.215 0.255 0.199 0.241 0.240 0.242 0.246 -0.375 0.501 -0.054 0.146 -0.200 -0.049 -0.021 -0.317 0.295 -0.238 -0.170 -0.396 0.305 0.240 0.251

***

Record 2
Formula: C18H15NO2S3Ti
Source: OMol25
Level of theory: ωB97M-V/def2-TZVPD

Its expectation value of S² is 0.7673. The multiplicity is 2. As for the total charge: +1. As for the gap between HOMO and LUMO (alpha / beta): 8.361 / 5.565 eV. Its LUMO energy (alpha / beta) is -3.29 / -6.10 eV.

Geometry (Å):
Ti  -0.231  -0.189  -0.106
S  0.372  -0.823  -2.322
C  0.806  0.737  -2.911
C  0.902  0.894  -4.311
C  1.299  2.079  -4.866
C  1.620  3.182  -4.042
C  1.528  3.072  -2.684
C  1.118  1.864  -2.071
S  1.061  1.836  -0.354
H  0.664  0.042  -4.932
H  1.378  2.169  -5.941
H  1.945  4.112  -4.489
H  1.774  3.907  -2.041
N  -1.937  0.615  -0.360
S  -2.260  2.214  -0.198
C  -3.682  2.255  0.904
C  -4.645  3.241  0.753
C  -5.719  3.261  1.628
C  -5.812  2.312  2.638
C  -4.825  1.349  2.792
C  -3.742  1.318  1.927
C  -3.002  2.598  -1.788
C  -4.140  1.920  -2.205
C  -4.600  2.120  -3.494
C  -3.927  2.990  -4.346
C  -2.798  3.668  -3.912
C  -2.324  3.472  -2.623
H  -2.790  0.065  -0.403
H  -4.566  3.978  -0.036
H  -6.485  4.016  1.521
H  -6.658  2.325  3.312
H  -4.894  0.624  3.591
H  -2.952  0.589  2.053
H  -4.671  1.256  -1.533
H  -5.484  1.597  -3.833
H  -4.291  3.140  -5.353
H  -2.284  4.348  -4.577
H  -1.438  3.988  -2.272
O  0.321  -0.349  1.515
O  -0.280  -1.520  0.979

Forces on the atoms, in the same order (eV/Å):
0.0767 0.6409 -3.2059
0.4768 0.1110 -0.4502
-0.1160 -0.2696 0.0794
0.0189 0.0650 -0.1840
-0.0789 -0.2398 0.0363
0.0164 0.0892 0.2238
0.0960 0.2318 -0.2083
-0.0325 0.0113 0.4464
0.3676 0.3262 -0.5192
0.0128 0.0231 -0.0263
-0.0001 0.0071 -0.0009
-0.0064 0.0009 0.0050
0.0141 0.0007 -0.0221
-1.2164 0.8552 0.4415
-0.7499 -0.1725 -0.5435
0.1488 -0.0304 -0.0669
0.0507 0.0855 -0.0756
0.0066 0.0000 0.0369
-0.0023 -0.0312 0.0149
-0.0180 0.0236 0.0219
0.0929 0.0275 -0.0414
0.1185 0.0536 0.3001
-0.0720 -0.0120 -0.0098
-0.0157 -0.0313 0.0596
0.0257 0.0313 -0.0192
-0.0207 0.0147 -0.0554
0.1151 0.0226 0.1353
-0.0725 -0.0421 -0.1381
-0.0408 -0.0212 -0.0071
0.0121 0.0031 -0.0175
0.0064 0.0156 0.0002
0.0159 -0.0052 -0.0097
-0.0438 -0.0531 0.0151
0.0091 -0.0117 -0.0102
0.0021 0.0163 -0.0102
0.0025 0.0050 0.0074
0.0030 0.0011 0.0125
0.0004 -0.0163 -0.0191
1.3023 0.0977 2.6519
-0.5053 -1.8238 1.1527

natural (NBO) charges, unit e, in atom order: 1.365 -0.022 -0.145 -0.223 -0.145 -0.169 -0.231 -0.167 0.044 0.241 0.236 0.237 0.240 -1.111 1.127 -0.166 -0.236 -0.186 -0.169 -0.185 -0.242 -0.267 -0.151 -0.207 -0.166 -0.186 -0.201 0.412 0.237 0.237 0.236 0.239 0.240 0.223 0.237 0.236 0.234 0.237 -0.338 -0.343

***

Record 3
Formula: C18H15NO4SSc
Source: OMol25
Level of theory: ωB97M-V/def2-TZVPD

The value obtained for the relative energy (zero: lowest compared OMol25 entry of this formula, charge and spin) is 0.527 eV. As for the total charge: +3. As for the gap between HOMO and LUMO (alpha / beta): 4.347 / 4.347 eV. Its LUMO energy (alpha / beta) is -13.38 / -13.38 eV.

Geometry (Å):
Sc  0.394  -1.614  -0.666
C  -1.100  -3.047  -0.108
O  -2.011  -3.723  -0.267
C  1.684  -3.588  -1.631
O  2.278  -4.534  -1.867
C  2.181  -2.437  0.653
O  3.166  -2.900  1.048
C  -0.460  -2.118  -2.822
O  -0.978  -2.349  -3.820
C  3.591  0.164  -3.528
H  2.778  0.585  -4.101
H  4.052  0.719  -2.701
C  4.117  -1.048  -3.829
H  4.771  -1.506  -3.067
H  3.643  -1.691  -4.584
N  0.802  0.553  -0.736
S  0.672  1.165  0.793
C  -0.588  2.429  0.599
C  -1.435  2.457  -0.514
C  -2.389  3.473  -0.638
C  -2.496  4.459  0.348
C  -1.650  4.435  1.474
C  -0.694  3.408  1.605
C  -0.269  -0.092  1.698
C  0.428  -0.942  2.579
C  -0.264  -1.958  3.236
C  -1.643  -2.095  3.068
C  -2.338  -1.222  2.227
C  -1.651  -0.240  1.514
H  0.790  1.407  -1.331
H  -1.341  1.687  -1.279
H  -3.041  3.494  -1.513
H  -3.240  5.261  0.245
H  -1.726  5.215  2.250
H  -0.026  3.370  2.470
H  1.501  -0.792  2.710
H  0.276  -2.630  3.919
H  -2.190  -2.880  3.612
H  -3.429  -1.286  2.153
H  -2.167  0.410  0.800

Forces on the atoms, in the same order (eV/Å):
2.7608 4.3710 -0.2007
-5.4305 -4.1277 -0.0659
3.2790 2.2413 0.8461
1.8480 -3.1670 -0.9093
-1.8892 3.0551 0.6342
5.0742 -2.0770 1.9515
-4.6222 2.1883 -1.5852
-2.6179 -0.6476 -4.4605
2.1974 0.8688 3.9154
0.8428 -1.1535 0.2450
0.1458 0.3225 -0.1795
-0.4210 0.0350 -0.4337
-1.6727 0.0798 1.4379
0.2550 0.2335 -1.0008
0.6561 0.3547 0.0704
-0.7034 -2.1976 -0.0472
-1.0965 1.3805 0.9113
-0.3034 0.9413 0.3823
0.0072 -0.0615 -0.1016
0.2358 -0.1236 0.1518
0.2062 0.0364 0.3287
0.1401 -0.3860 -0.1073
-0.0070 0.1139 -0.1225
0.4268 -0.9968 -0.6878
0.1932 0.1395 -0.5055
0.2343 -0.3791 0.4031
-0.2069 -0.1548 0.2160
-0.2479 -0.0732 0.0952
-0.1884 0.0106 -0.7259
0.3881 -1.0169 -0.1614
-0.1802 0.2769 0.0273
0.2062 -0.0023 0.2767
0.3997 -0.4141 0.0410
0.0660 -0.5462 -0.5137
-0.2213 0.1662 -0.2319
-0.2238 -0.0154 0.2775
-0.2787 0.3650 -0.3292
0.3237 0.4683 -0.2455
0.4120 -0.0205 -0.0829
0.0128 -0.0877 0.4866

natural (NBO) charges, unit e, in atom order: 1.409 0.428 -0.219 0.492 -0.265 0.472 -0.268 0.484 -0.235 -0.404 0.203 0.209 -0.358 0.205 0.208 -1.169 1.147 -0.307 -0.189 -0.198 -0.125 -0.161 -0.187 -0.318 -0.236 -0.120 -0.165 -0.181 -0.223 0.457 0.205 0.259 0.268 0.272 0.250 0.260 0.267 0.281 0.279 0.276